Formula: C20H14CaIN5O4S2
Source: the OMol25 dataset
Level of theory: ωB97M-V/def2-TZVPD

CARTESIAN COORDINATES (ANGSTROEM)
C1 -2.2035 4.6862 3.2163
O1 -0.0627 2.0595 -0.1874
S1 -2.6166 0.0541 -0.8548
C2 -0.3714 2.2083 1.0392
Ca1 -0.0006 -0.1865 -0.4953
C3 2.1951 -1.4651 2.0417
H1 -1.0092 2.9295 3.5332
N1 -4.9344 0.9506 -3.3295
H2 1.6750 0.1872 3.3270
H3 -3.3608 6.3742 2.5707
O2 1.3076 -1.7810 -0.1653
H4 -0.9513 3.2234 -0.8551
C4 -1.4904 0.5958 -3.3982
H5 0.3724 -5.2171 -1.1594
C5 -3.8430 0.7398 -3.0176
C6 3.0971 -1.9339 2.9995
H6 1.8520 -4.7463 -2.0635
H7 2.6843 -3.9411 -0.2288
H8 4.5432 -3.4095 3.5812
C7 -2.5545 0.4778 -2.5283
C8 3.8460 -3.0775 2.8215
C9 -2.7474 5.5351 2.2627
C10 -1.7346 4.2354 0.4995
C11 -2.5181 5.3141 0.9199
H9 4.2444 -4.7198 1.4905
C12 2.0483 -2.1679 0.7977
H10 0.5867 -1.5810 -3.0881
H11 -2.3894 4.8644 4.2687
H12 -2.9390 5.9684 0.1698
N2 0.9034 -2.5721 -3.0323
C13 0.7677 -4.7762 -2.0698
C14 -1.4292 3.6155 2.8128
H13 3.2094 -1.3571 3.9108
O3 -1.0039 -3.1903 -1.9781
H14 1.9021 -2.7092 -3.0599
N3 0.0263 1.4189 2.0085
N4 -1.8629 1.2323 -5.8402
C15 -1.7374 0.9437 -4.7283
O4 -1.5248 4.0503 -0.8059
C16 1.4735 -0.2687 2.3477
N5 0.6334 0.2957 1.5660
C17 -1.1778 3.3761 1.4666
C18 0.1359 -3.4088 -2.3225
S2 0.2226 0.4459 -3.0925
I1 0.2504 -6.1018 -3.6788
C19 3.6795 -3.8047 1.6471
C20 2.8082 -3.3660 0.6801

Calculated values
Charge: -2
LUMO (Eh): 0.1313
Kohn-Sham gap (hartree): 0.1856
Calculated total energy (eV): -84823.287

Formula: C6H16N2O
Source: the OMol25 dataset
Level of theory: ωB97M-V/def2-TZVPD

CARTESIAN COORDINATES (ANGSTROEM)
H1 2.3398 1.5238 1.2394
C1 -1.0823 -0.1864 -1.7157
H2 1.3903 -1.5186 -1.4303
C2 -0.2413 2.2906 1.2023
H3 -0.4438 2.1569 0.1383
H4 -0.4089 -1.6067 -3.1895
C3 -0.7186 -0.2912 2.9903
O1 -0.0263 0.7762 -1.8654
H5 0.2501 -2.1312 -0.2337
N1 0.3654 1.0766 1.7662
H6 2.0098 -0.1928 1.5814
C4 0.5007 -2.1357 -1.2959
N2 -0.6137 -0.0729 1.7319
H7 -1.1672 2.4909 1.7394
H8 -1.3369 -0.1666 -0.6558
H9 -1.9615 0.1307 -2.2908
H10 0.2178 0.8027 3.0611
C5 1.6266 0.7096 1.1075
H11 0.2296 0.8049 -2.7941
H12 1.4596 0.5348 0.0440
H13 0.7513 -3.1570 -1.5883
H14 0.4490 3.1236 1.3404
H15 -1.5378 -2.2471 -2.0091
C6 -0.6654 -1.5954 -2.1228
H16 -1.3861 -1.1199 3.2495

Calculated values
LUMO (Eh): 0.0291
Kohn-Sham gap (hartree): 0.3405
Calculated total energy (eV): -11505.171

Formula: C18H20Br22Cl2IN2S
Source: the OMol25 dataset
Level of theory: ωB97M-V/def2-TZVPD

CARTESIAN COORDINATES (ANGSTROEM)
N1 4.4740 4.3039 -1.0382
Br1 3.9872 5.9255 -1.8262
Br2 -0.7400 1.5454 -4.6007
Br3 -9.2781 -5.2443 4.0887
H1 2.2790 0.1748 0.9311
Br4 -6.1297 -0.7503 -1.2410
N2 3.5594 3.3645 -1.2324
H2 4.4134 2.1999 2.5509
C1 1.4544 2.1304 1.0474
H3 7.4448 5.1253 0.2124
Br5 -3.4367 0.0896 -7.4120
Br6 11.0355 0.6550 0.1989
C2 6.5161 5.3781 -0.2797
C3 -7.3661 -0.1860 -2.5981
Br7 -6.2613 -5.7463 6.6750
H4 1.1453 4.4540 0.3596
H5 5.6050 1.3842 3.5488
Br8 -0.9276 0.3852 -1.6482
H6 -1.4420 2.6432 -2.5030
H7 6.7557 5.7678 -1.2676
H8 -2.0116 -1.1927 -8.9716
Br9 -5.7671 -3.3463 4.6500
Br10 -9.4492 -4.4750 0.5938
Br11 8.8203 -1.3690 1.2009
C4 5.0043 1.9094 0.0191
C5 5.6142 4.1959 -0.3735
Br12 -3.5422 1.4829 -3.0932
C6 -1.6416 1.6615 -2.9092
Cl1 5.6386 -0.6557 -0.6039
C7 5.9081 2.9366 0.2140
H9 -5.1311 -5.7251 4.4879
Br13 -10.4815 -8.1843 3.8744
H10 -8.9271 -7.2154 5.5313
Br14 -8.7929 -1.8221 2.2103
H11 2.1979 1.4232 -1.8464
C8 3.8244 2.1860 -0.7283
C9 5.2114 0.5451 0.5513
H12 3.2556 0.1925 -1.1999
Br15 -0.4535 0.6263 -8.3665
H13 -10.0042 -2.1289 0.0773
Br16 10.1953 -1.8065 -1.6359
H14 3.9708 0.7936 3.5825
C10 -10.0165 -2.6877 1.0007
H15 0.9316 0.4885 -0.1782
C11 5.0847 0.2638 1.8469
H16 -7.2541 -0.8613 -3.4333
Br17 -11.8162 -2.6467 1.6740
Br18 -9.1906 -0.3177 -2.0035
C12 -1.8004 -0.7071 -8.0306
C13 4.7211 1.2269 2.9253
Cl2 5.3453 -1.3296 2.4184
H17 6.0320 6.1604 0.3068
C14 9.6123 -0.5231 -0.3365
Br19 -3.2933 -4.8988 5.9200
C15 2.7788 1.1411 -0.9708
Br20 -7.3412 -7.7265 3.7081
H18 8.8478 0.0822 -0.8028
Br21 -1.1664 -2.0564 -6.8165
C16 1.8521 0.9008 0.2393
C17 -5.1141 -5.0284 5.3140
Br22 -6.9713 1.5864 -3.2419
H19 2.3006 2.6236 1.5259
H20 0.8072 1.8142 1.8634
C18 -9.0023 -7.1074 4.4590
I1 7.6441 2.6417 1.3087
S1 0.4812 3.3292 0.0735

Calculated values
Charge: +1
LUMO (Eh): -0.1757
Kohn-Sham gap (hartree): 0.2313
Calculated total energy (eV): -1606875.452

Formula: C28H37BrClF5NO16P
Source: the OMol25 dataset
Level of theory: ωB97M-V/def2-TZVPD

CARTESIAN COORDINATES (ANGSTROEM)
C1 2.7699 -0.8024 1.4107
C2 3.3518 -1.8806 -2.3131
C3 3.3817 -1.0931 -4.4023
C4 -0.7343 3.1722 0.1855
O1 5.7752 1.0479 -7.9258
H1 1.0769 1.1963 0.8010
O2 -4.2346 0.7613 3.1452
Br1 0.4576 2.9653 -1.4366
C5 -1.5412 1.8490 0.5143
H2 -1.5645 1.2676 -0.4755
H3 4.7666 0.2060 -9.5153
H4 -2.6386 -0.5618 -0.4190
N1 -1.9370 0.6650 4.0362
F1 -5.8175 6.8419 -2.1486
C6 2.1009 -0.7256 -3.7236
H5 -1.5012 3.9575 -0.1453
O3 4.1965 -1.5062 -3.3113
H6 -1.0550 -3.6665 1.8820
H7 2.8834 -1.1833 0.3452
H8 3.0664 -2.9084 2.2975
H9 -1.1005 -2.4733 0.5043
O4 -2.6519 6.3119 -0.9476
H10 -1.8555 -7.2291 4.5766
C7 4.8762 1.1750 -9.0210
H11 0.5321 4.8384 0.8948
H12 -4.7267 -1.9336 1.4241
C8 0.3684 0.2995 0.9190
C9 3.6169 1.6249 -8.3494
O5 2.0523 -1.6173 -2.6264
P1 0.7767 1.7424 3.9313
C10 0.1447 3.8382 1.3114
H13 -1.3643 2.3745 3.0513
H14 -2.7107 -8.2993 3.4473
C11 3.4441 -1.8448 2.4396
Cl1 0.5080 3.6258 4.8626
C12 1.1834 -0.8105 1.7163
H15 3.2567 0.2047 1.5977
F2 -0.4566 -8.6195 2.4312
H16 -2.6750 -3.2797 1.1580
C13 -0.9587 0.8388 1.6096
H17 3.5396 2.7075 -8.2158
C14 -0.9368 -7.3665 2.6237
C15 -2.1268 -7.3786 3.5310
C16 -3.0425 0.4672 3.0624
H18 3.8295 -0.2516 -4.9306
C17 -3.4932 5.9369 0.0563
O6 -3.0366 -5.3156 1.0068
H19 -2.1485 1.2852 4.8276
H20 -0.1280 -6.7069 2.9508
O7 5.4563 0.6235 -5.7296
O8 -4.7933 6.1981 -0.2533
H21 3.2637 -1.9254 -5.1024
H22 0.1718 -0.0761 -0.1346
H23 4.5583 -1.8709 2.1578
C18 5.0139 0.8637 -6.8135
O9 1.0067 0.6346 5.2194
H24 1.0141 -0.8400 2.8382
O10 1.5688 -2.8451 4.3033
C19 -3.1091 -0.6180 0.6268
H25 -5.2070 -0.6370 -0.0089
H26 5.2429 1.9001 -9.7481
C20 -2.5172 -6.0946 1.7458
H27 -4.7887 8.1190 -0.9900
O11 -1.4694 -6.8949 1.4021
O12 -3.1329 5.4459 1.0826
H28 -2.6195 2.0934 0.7949
C21 -2.1921 -0.1959 1.8460
H29 1.0996 3.2392 1.5332
C22 -3.4707 6.7213 -2.0357
F3 2.5242 1.1656 -9.0035
H30 -0.9266 -1.5614 3.2013
C23 2.6259 -2.2835 4.6224
C24 -4.4319 -1.1148 0.6844
C25 -1.6700 -2.8090 1.4259
H31 -3.0258 7.5634 -2.5668
O13 3.7057 -2.3738 -1.2832
C26 -4.7505 7.0875 -1.3513
H32 2.0628 0.3057 -3.3610
O14 3.6852 0.9938 -7.0853
F4 -2.9722 -1.9944 3.3294
H33 0.8204 -1.8296 1.3238
H34 1.9628 0.6982 5.4483
C27 -0.8889 1.3268 3.1598
H35 -3.5902 5.8886 -2.7340
O15 3.3606 -1.3906 3.8258
H36 3.0057 -2.4812 5.6874
F5 1.0353 -0.9684 -4.5258
C28 -1.8403 -1.6361 2.5206
H37 -0.4145 4.1127 2.2639
O16 -2.8934 -6.2869 3.0401

Calculated values
SMILES: C=C[C@]1([C@H](C)F)C(=O)N[C@@H](P(O)Cl)[C@]1(CCCCOC=O)C[C@@H](C)Br.O=C1OC[C@@H](F)O1.O=C1OC[C@@H](F)O1.O=C1OC[C@@H](F)O1.O=C1OC[C@@H](F)O1
LUMO (Eh): 0.0080
Kohn-Sham gap (hartree): 0.2958
Calculated total energy (eV): -169323.145